Entry 1:
Below is C41H41BO2P2Ti as an isolated structure, with properties calculated with ωB97M-V/def2-TZVPD.

As for the total charge: +2. The value obtained for the maximum force is 5.648 eV Å⁻¹. For the HOMO-LUMO gap (alpha / beta), the calculation gives 4.5 / 4.3 eV.

Element x y z (Å)
Ti  -2.3138  0.9765  -3.2840
P  -1.0808  2.6949  -0.8379
P  -3.6643  0.3344  0.0356
O  2.0687  -1.5564  -0.5089
O  1.9385  0.5749  0.4319
C  1.1953  3.9267  -0.4450
C  -4.3802  0.9013  -3.4081
C  4.2805  0.5582  1.2854
C  -3.3907  -3.5901  -1.3873
C  3.3365  -1.1751  -0.1503
C  -4.4846  0.6735  4.5413
C  2.0565  0.2310  -4.2933
C  -3.4641  3.0984  -4.3339
C  -5.3884  -1.6416  -1.1844
C  -0.3910  5.3363  -1.6911
C  1.3092  0.8747  -3.2680
C  -0.6346  -0.2631  -4.0155
C  1.9227  6.0376  -1.3577
C  -5.6486  -2.8349  -1.8408
C  1.4198  -0.7877  -5.0283
C  0.6345  6.2667  -1.8740
C  2.2006  4.8663  -0.6188
C  -4.7269  2.2864  -4.1183
C  -4.6925  -3.8709  -1.8327
C  -3.5809  0.8098  -6.4658
C  -3.1660  1.2662  2.5900
C  -2.7721  3.0565  -0.8476
C  -5.1490  -0.3145  3.7931
C  -4.3364  -0.3010  -5.6785
C  -3.4539  1.4201  3.9429
C  -3.1056  -2.3138  -0.9626
C  0.1077  -1.1375  -4.8077
C  -4.0850  -1.3268  -0.7655
C  -4.8709  -0.4983  2.4431
C  -3.9297  0.3493  1.8146
C  -3.7711  2.0667  -0.5693
C  5.3295  -0.3266  1.6836
C  -0.3141  -0.6956  0.0181
C  -4.0947  -0.2431  -4.1657
C  -2.2908  2.2062  -4.7105
C  4.3879  -2.0119  0.2469
C  -0.0877  0.6356  -3.1624
C  -0.0962  4.1433  -1.0044
C  3.2626  0.1644  0.4091
C  5.3170  -1.6431  1.2348
C  -2.3637  1.3076  -5.7830
B  1.2170  -0.5013  -0.1607
H  0.4024  7.2019  -2.3928
H  5.9012  -2.4103  1.7500
H  -3.3548  0.3100  -7.4210
H  -6.2320  -1.0040  -0.9913
H  -3.9610  -1.3081  -5.9514
H  -4.3220  1.5851  -6.7400
H  2.7029  6.7942  -1.4786
H  -2.6132  -4.3696  -1.4264
H  -5.3131  2.1554  -5.0503
H  4.2377  1.4664  1.8782
H  -2.0773  -2.1123  -0.7972
H  -0.9093  0.0479  -0.5962
H  4.4050  -3.0527  -0.0547
H  -4.9377  -4.8762  -2.2205
H  1.9326  -1.3259  -5.8203
H  1.3143  3.0087  0.1377
H  6.0369  -0.0969  2.5136
H  -3.7442  3.8282  -5.0818
H  -4.8996  0.8115  -2.4198
H  -0.5548  -0.7166  1.0841
H  3.0440  0.5877  -4.6090
H  -5.4136  -0.2958  -5.9939
H  -0.4644  -2.0353  -5.1160
H  -3.0147  4.0722  -1.1967
H  -0.5676  -1.7310  -0.2967
H  3.1760  4.7092  -0.1320
H  -4.7756  0.8796  5.5815
H  -2.8863  2.1378  4.5397
H  -1.4769  1.1472  -6.3515
H  -5.9100  -0.9292  4.2736
H  -3.9901  -1.2291  -3.6527
H  -5.3968  2.8123  -3.4252
H  -1.4231  5.5293  -1.9939
H  -2.3626  1.8274  2.1038
H  -3.1942  3.5844  -3.4010
H  1.7396  1.6365  -2.5447
H  -6.6035  -2.9882  -2.3621
H  -1.7326  -0.4081  -4.1374
H  -4.7968  2.4786  -0.5097
H  -1.2864  2.5983  -4.4921
H  -5.3572  -1.2720  1.8477

Results of the Löwdin charge analysis, in e, for atoms 1 through 2: 0.827 1.139


Entry 2:
Below is C9H26BrCuN4O3 as an isolated structure, with properties calculated with ωB97M-V/def2-TZVPD.

For the energy above the lowest of the compared OMol25 structures with the same formula, charge and spin, the calculation gives 13.22 kcal/mol. As for the total charge: +2. The value obtained for the maximum force is 9.400 eV Å⁻¹. As for the expectation value of S²: 2.022. For the HOMO-LUMO gap (alpha / beta), the calculation gives 7.1 / 3.8 eV. As for the spin multiplicity: 3.

Element x y z (Å)
Br  -0.4032  -0.2333  1.4513
Cu  2.1102  -0.1152  0.3240
O  2.5513  2.8367  -3.6902
O  0.4149  -4.6761  3.7428
O  0.2877  3.6538  0.1163
N  -1.3647  5.0885  -0.1370
N  -1.5288  3.3904  1.1447
N  -1.5038  -3.3644  0.6087
N  1.7215  1.5809  -0.9874
C  0.1445  -4.0578  2.4749
C  1.2329  1.3992  -2.2938
C  -0.8241  4.0238  0.3591
C  -0.3258  1.1803  -2.1224
C  -1.4570  -5.6595  1.3585
C  -0.2150  -4.2852  4.9336
C  -1.2675  -4.1932  1.7834
C  1.3118  2.7510  -3.0866
C  2.6489  3.9279  -4.6095
H  3.5855  3.8487  -5.1615
H  -0.7242  2.0947  -1.6829
H  0.5726  2.6613  -3.8827
H  -0.5183  0.3765  -1.4118
H  1.7328  0.5245  -2.7099
H  -0.8987  1.0682  -3.0429
H  2.5948  1.9671  -1.3163
H  0.9879  -4.3089  1.8317
H  -2.4629  3.7206  1.3409
H  -2.2672  5.3926  0.1993
H  -1.3186  2.4264  1.3605
H  1.1350  3.6334  -2.4717
H  -1.3022  -4.2300  4.8776
H  1.1729  2.3544  -0.6398
H  0.2021  -5.1402  5.4657
H  -1.2509  -6.3374  2.1868
H  -2.4895  -3.1493  0.6557
H  -1.0310  -6.0257  0.4244
H  -1.0104  -2.5082  0.8172
H  -0.7511  5.7702  -0.5600
H  1.9702  3.8707  -5.4604
H  -1.9672  -4.0636  2.6091
H  0.1681  -3.0007  2.7398
H  0.1584  -3.3558  5.3635
H  2.7170  4.9292  -4.1841
H  -2.5390  -5.7666  1.2815

Results of the natural (NBO) charge analysis, in e, for atoms 1 through 2: -0.375 1.031


Entry 3:
Below is C37H43N2P2SeSi2Sn as an isolated structure, with properties calculated with ωB97M-V/def2-TZVPD.

As for the total charge: -1. The value obtained for the maximum force is 4.205 eV Å⁻¹. For the HOMO-LUMO gap, the calculation gives 6.8 eV.

Element x y z (Å)
Sn  -0.5458  0.9369  1.8001
Se  1.3532  0.4456  3.8458
P  -0.1767  -0.9564  -0.2545
P  0.4987  1.8653  -1.3926
Si  -1.8431  -2.3050  2.0215
Si  -1.9308  3.6762  -1.2843
N  -0.7167  2.7143  -1.9298
N  -1.1686  -1.0810  1.0278
C  1.0254  -2.3644  -0.0942
C  -0.3258  -1.9631  -2.9151
C  -2.8983  -0.8389  -3.2600
C  2.1943  -0.2364  -5.1956
C  0.4052  0.6798  -0.1594
C  -2.2959  -0.8741  -2.0229
C  -0.0401  -2.8072  6.9328
C  -0.8730  -1.7226  6.6255
C  1.7058  -1.7792  5.6838
C  -0.9627  -2.0095  -4.1670
C  1.1795  1.0898  -2.8921
C  -0.9823  -1.3307  -1.8543
C  0.8263  -0.7483  5.2545
C  -2.6451  4.6669  -2.7229
C  2.9371  -4.3314  0.4626
C  1.0264  0.4890  -5.2583
C  1.8846  -4.6141  -0.3580
C  -0.5678  -3.4578  2.8125
C  2.8650  -0.2185  -3.9959
C  2.4010  0.4455  -2.8827
C  -1.3432  4.9465  -0.0352
C  -2.2154  -1.3977  -4.3669
C  2.1747  -2.0385  0.6672
C  -0.4354  -0.6972  5.8270
C  0.9256  -3.6320  -0.5687
C  -2.6495  -1.2833  3.3940
C  3.6254  5.1258  -0.5901
C  0.5744  1.1438  -4.1669
C  2.8247  5.1161  -1.8523
C  3.0899  -3.0440  0.9377
C  2.6661  3.0420  0.0784
C  -3.2328  -3.2478  1.0663
C  3.5438  4.1396  0.3256
C  1.9163  4.1431  -2.0173
C  1.8196  3.0869  -1.0383
C  1.2588  -2.7952  6.5145
C  -3.2453  2.6805  -0.4487
H  -2.1536  5.3524  0.5432
H  -1.8250  -0.6558  3.8602
H  3.7721  -0.7625  -3.9568
H  1.9090  -3.6176  6.7841
H  -3.6877  -3.9772  1.7460
H  -1.9233  5.3776  -3.2129
H  -0.8220  5.8656  -0.4577
H  0.4810  0.6257  -6.1829
H  1.0829  4.0858  -2.7603
H  0.6563  -2.3205  -2.8136
H  -1.8380  -1.6485  7.1379
H  4.3525  5.9570  -0.4136
H  -2.7560  2.1763  0.3897
H  2.7101  -1.7281  5.2952
H  -0.6371  4.5248  0.6452
H  -2.8478  -0.5616  -1.1811
H  -3.8307  -2.4306  0.6208
H  0.1365  -3.8352  -1.3118
H  1.6677  -5.5180  -0.7840
H  4.0118  -2.7939  1.4613
H  -3.8092  -0.2279  -3.3512
H  -2.6499  -1.4289  -5.3492
H  -3.1789  -1.7700  4.1734
H  -0.3375  -3.6713  7.4826
H  -0.4742  -2.4712  -5.0724
H  -2.7650  3.8591  -3.4689
H  4.0876  4.2062  1.2189
H  -3.6563  1.9770  -1.1170
H  -0.0711  -3.9506  2.0037
H  2.9507  5.9143  -2.5625
H  3.6913  -5.0930  0.6305
H  3.0016  0.4168  -2.0217
H  0.0813  -2.7387  3.3564
H  -1.1228  0.1892  5.6401
H  -0.9585  -4.1836  3.4910
H  -2.7422  -3.8082  0.2653
H  -3.4914  -0.7555  2.8553
H  2.5790  -0.7270  -6.0850
H  2.5892  2.2859  0.7434
H  -0.3904  1.7032  -4.2910
H  2.2990  -1.0400  1.1386
H  -4.1396  3.2983  -0.0476
H  -3.5787  5.2408  -2.5953

Results of the Löwdin charge analysis, in e, for atoms 1 through 2: 0.802 0.437


Entry 4:
Below is a 14-piece molecular cluster, C5H39NO13S2 overall, with properties calculated with ωB97M-V/def2-TZVPD.

For the energy above the lowest of the compared OMol25 structures with the same formula, charge and spin, the calculation gives 13.30 kcal/mol. The value obtained for the maximum force is 1.743 eV Å⁻¹. For the HOMO-LUMO gap, the calculation gives 8.7 eV.

Element x y z (Å)
S  -0.8270  -0.4170  -0.6219
S  -0.5176  -2.2094  -1.4806
O  -4.1465  1.1624  -0.8360
O  1.6291  2.1944  2.6098
O  4.1810  2.0251  1.5618
O  0.8123  -0.0412  4.0244
O  -1.3030  2.0695  -2.7176
O  -0.9607  3.0934  2.2872
O  2.1674  -1.4331  -3.5179
O  2.8014  -0.8474  2.1278
O  2.8934  -2.7128  -1.1527
O  -0.3549  -0.5860  -4.0811
O  -1.6518  0.5382  3.0144
O  -2.1947  2.9672  -0.4274
O  -3.3698  0.4217  -3.3330
N  1.7764  1.3609  -2.0639
C  -0.3157  -3.2236  1.1506
C  -0.4632  -3.6336  -0.2960
C  0.8378  0.1718  -0.0738
C  -1.6343  -2.8083  1.8080
C  1.2527  1.4662  -0.7076
H  2.8276  -1.9828  -0.5266
H  -2.0092  -1.8371  1.4975
H  -0.6401  -0.0477  -3.3290
H  0.4866  2.2312  -0.7493
H  1.5024  -0.6768  -0.1447
H  -2.9969  2.3957  -0.5105
H  -1.3877  2.1357  -1.7302
H  0.4308  -2.4265  1.2221
H  -1.5222  -2.8392  2.8903
H  -2.5272  0.9189  -3.2006
H  2.1763  0.4688  -2.3258
H  1.9985  1.9498  -0.0699
H  4.1102  1.6527  0.6716
H  -3.9149  0.9983  -3.8797
H  4.2611  1.2296  2.1079
H  0.6793  0.2742  0.9967
H  -0.0172  0.2521  3.5830
H  -0.0930  2.7924  2.6350
H  1.0984  1.6700  -2.7436
H  1.8102  1.3889  3.1205
H  1.2495  -1.1240  -3.7226
H  -1.6716  1.4743  2.7200
H  2.4456  2.3538  2.0842
H  -2.4093  -3.5298  1.5488
H  0.4016  -4.1738  -0.6792
H  -1.6196  2.9502  -2.9590
H  -3.8806  0.7712  -1.7117
H  -1.8981  2.9867  0.4971
H  -2.0863  0.0721  2.2896
H  2.4772  -2.3217  -1.9442
H  2.2627  -0.5842  2.8913
H  0.5649  -0.2158  4.9378
H  -1.0977  3.9665  2.6684
H  -1.0446  -1.2396  -4.2306
H  -1.3731  -4.1992  -0.4710
H  0.0836  -3.9826  1.8201
H  2.5200  -1.9457  -4.2512
H  2.8268  -1.8088  2.1367
H  -4.6361  0.4436  -0.4139

Results of the natural (NBO) charge analysis, in e, for atoms 1 through 2: 0.035 0.051


Entry 5:
Below is C39H64IrN7O3PS4 as an isolated structure, with properties calculated with ωB97M-V/def2-TZVPD.

As for the total charge: -1. The value obtained for the maximum force is 1.061 eV Å⁻¹. As for the expectation value of S²: 6.028. For the HOMO-LUMO gap (alpha / beta), the calculation gives 5.9 / 5.9 eV. As for the spin multiplicity: 5.

Element x y z (Å)
Ir  -0.1895  0.7563  1.4136
S  0.3623  -1.4787  2.4917
S  -5.1567  -1.9424  2.5173
S  -2.6538  -2.1932  0.2268
S  2.6360  0.3995  -1.3649
P  -4.5553  -2.4979  0.7352
O  -3.9328  2.9505  1.9701
O  -5.5859  -1.8073  -0.2909
O  -4.9736  -4.0681  0.4221
N  0.6918  -2.3251  -0.0001
N  -2.0407  1.5184  1.8396
N  2.7576  -1.2841  -3.3904
N  1.3721  1.7111  2.6478
N  0.0976  -3.9230  1.5448
N  1.8561  0.7954  -3.8386
N  0.5725  2.5169  0.0880
C  -3.3184  -5.7037  -0.2682
C  1.1226  3.3603  0.9732
C  -0.6257  2.7830  -3.4124
C  1.6513  0.4935  -5.2428
C  1.3568  4.0720  -3.2030
C  -6.9051  -3.0930  -1.8523
C  0.1158  1.9178  5.4463
C  3.9219  0.0117  4.6957
C  -4.6455  -2.2492  -2.5550
C  -1.5229  1.3098  -1.6505
C  -4.2886  -5.2653  0.8285
C  4.0444  3.4918  -2.1310
C  -2.9747  1.7452  -1.8466
C  0.5261  2.8498  -1.2611
C  -0.9392  0.8123  5.2960
C  0.2730  3.6805  -3.9653
C  2.2216  0.8356  6.1554
C  0.5043  -3.2195  -1.1246
C  2.8811  3.9942  -1.2657
C  3.0270  5.5000  -1.0165
C  -2.9874  2.2355  1.9047
C  -0.3437  3.1798  4.7110
C  2.4190  -0.0463  -2.9548
C  3.4328  0.1950  5.9761
C  -5.8661  -1.9920  -1.6853
C  0.3371  -2.6239  1.2475
C  4.1598  -1.2146  1.9874
C  2.6524  -1.7180  -4.7720
C  1.4850  1.3483  5.0903
C  3.7641  0.2477  2.2066
C  4.9495  1.1732  1.9168
C  1.4694  -1.0070  -5.4122
C  2.0151  1.1990  3.7906
C  -1.2346  -0.0144  -2.3672
C  1.5649  2.9445  2.2291
C  -3.6043  -5.1764  2.1887
C  3.2203  0.4879  3.5989
C  -0.5177  2.3504  -2.1000
C  1.5325  3.6486  -1.8904
H  0.7360  -1.3317  -0.1924
H  0.9728  -2.7693  -1.9969
H  0.1497  4.0381  -4.9805
H  -4.2930  -4.7871  2.9351
H  -3.2640  -6.1686  2.4981
H  -1.8146  -0.8222  -1.9166
H  -5.0879  -6.0109  0.8945
H  -7.2549  -3.1241  -2.8868
H  4.9915  3.7235  -1.6363
H  2.9780  0.4895  1.4910
H  0.7680  1.0289  -5.5897
H  2.5092  0.8328  -5.8352
H  3.3500  -1.8833  2.2819
H  1.8262  0.9413  7.1600
H  4.8587  -0.5107  4.5413
H  -4.9452  -2.2800  -3.6060
H  2.1071  4.7152  -3.6485
H  4.0556  3.9571  -3.1185
H  4.6461  2.2196  1.9989
H  1.5624  1.6898  -3.4677
H  -6.4716  -4.0572  -1.5894
H  -3.9075  -1.4624  -2.4176
H  -3.2596  1.7479  -2.9022
H  -1.4486  2.4180  -4.0162
H  -0.3597  -4.4764  0.8350
H  -0.6930  2.9473  3.7079
H  -0.6561  -0.0785  5.8590
H  -3.1317  2.7470  -1.4435
H  2.2014  5.8843  -0.4153
H  -0.2744  -4.0586  2.4712
H  5.3239  1.0002  0.9047
H  -1.9148  1.1563  5.6447
H  -1.4004  1.1286  -0.5887
H  0.9789  -4.1825  -0.9226
H  3.9846  -0.1777  6.8308
H  2.5040  -2.7982  -4.7890
H  -2.5454  -4.9452  -0.3815
H  -2.7556  -4.4945  2.1299
H  -3.8498  -5.7982  -1.2173
H  0.5537  -1.3122  -4.9004
H  -6.3126  -1.0355  -1.9723
H  5.0549  -1.4724  2.5603
H  3.2692  -1.8370  -2.7255
H  0.4562  3.9203  4.6525
H  2.1064  3.6544  2.8525
H  -7.7542  -2.9041  -1.1950
H  1.2249  4.4108  0.7257
H  2.9779  3.4746  -0.3163
H  -1.0468  0.5387  4.2482
H  -2.8685  -6.6692  -0.0189
H  4.3713  -1.3780  0.9303
H  3.0332  6.0498  -1.9596
H  -0.1715  -0.2587  -2.2750
H  -4.1877  -3.2005  -2.2854
H  -1.4777  0.0543  -3.4324
H  0.1759  2.1744  6.5092
H  3.9612  5.7110  -0.4908
H  -0.5602  -3.3725  -1.3317
H  1.3890  -1.2678  -6.4667
H  3.5708  -1.4918  -5.3273
H  -3.6397  1.0608  -1.3151
H  3.9804  2.4097  -2.2494
H  -1.1792  3.6232  5.2567
H  5.7654  0.9973  2.6224

Results of the Löwdin charge analysis, in e, for atoms 1 through 2: 1.019 0.650